The following is a DFT calculation (ωB97M-V/def2-TZVPD) of a cluster of 8 separate species, C24H52NO10 in total.

Computed properties:
DFT total energy	-1752.2283	hartree
energy relative to the best compared isomer or geometry (same formula, charge and spin)	23.85	kcal/mol
molecular weight	514.7	u
frontier orbital gap	9.61	eV

```
! wB97M-V def2-TZVPD RIJCOSX def2/J DEFGRID3
* xyz 1 1
O 57.4710 28.1270 29.0720
O 62.2860 25.7680 26.6020
O 55.6330 28.9970 30.2290
O 62.8100 25.8600 30.3250
O 57.0360 23.8800 22.7580
O 57.9360 24.6800 28.8250
O 64.4190 26.5330 26.8840
O 58.3010 26.7930 25.8240
O 55.9210 24.8620 30.0380
O 60.9470 23.5870 28.8130
N 60.1750 26.5100 28.2720
C 55.7230 28.1210 31.3030
C 64.7990 27.2590 29.9550
C 58.2300 27.3640 24.6470
C 64.9900 24.7060 30.5020
C 59.4410 21.7920 29.5340
C 56.4980 29.0290 29.1740
C 55.0050 28.6760 32.4020
C 55.7800 25.4650 27.8420
C 59.5880 27.5070 23.8110
C 63.4180 25.5550 26.8450
C 58.1760 23.5040 24.9410
C 56.3540 24.0080 31.1030
C 59.4850 23.7000 22.7090
C 60.6820 22.7160 29.7250
C 64.1920 25.9470 30.2890
C 61.4840 22.3880 30.9010
C 56.2600 30.0340 28.0350
C 64.0430 27.7650 26.4200
C 55.1830 23.7130 32.0740
C 58.1500 23.6760 23.4710
C 65.2890 28.6970 26.1910
C 56.7140 24.9000 28.9320
C 57.0480 28.2000 24.0100
C 63.9800 24.2280 27.2240
H 62.1090 23.1560 31.2290
H 56.8420 27.9100 31.4360
H 56.6240 31.2120 28.3430
H 60.2160 24.5300 23.0420
H 56.1590 27.4130 23.6280
H 63.4640 23.4980 26.5490
H 55.2600 27.2390 30.9760
H 60.0510 22.6130 22.8070
H 65.9760 28.4270 25.3230
H 55.5580 23.2940 32.8870
H 56.5240 28.8120 24.7200
H 57.7020 28.7680 23.2730
H 57.3180 23.7780 25.6570
H 55.2440 29.9440 27.5660
H 63.6270 27.5390 25.5050
H 59.4460 23.6640 21.5180
H 63.2150 28.1340 27.0410
H 59.6260 20.8140 29.0380
H 59.9940 25.7190 27.6020
H 54.9220 28.2130 33.3410
H 60.6420 27.2340 27.8020
H 59.1370 23.8360 25.5030
H 56.8170 29.9480 27.1300
H 65.4730 27.3900 29.0710
H 60.2110 26.9680 24.4650
H 65.8890 24.4240 29.7510
H 65.0270 29.7620 25.8540
H 56.6610 23.0190 31.0070
H 65.2440 27.7860 30.8480
H 60.7230 22.6290 31.5540
H 55.4870 29.5580 32.8530
H 64.3610 23.9720 30.8840
H 54.4450 23.2050 31.4520
H 62.0920 21.5640 30.9840
H 63.9980 27.8740 29.9700
H 63.4870 23.8550 28.2420
H 56.0010 24.8210 26.8880
H 58.8100 21.7100 30.2720
H 58.8280 22.1840 28.6750
H 59.4930 26.6860 23.0990
H 59.9560 28.4480 23.1980
H 54.8100 25.2440 27.8310
H 65.5110 24.8820 31.4760
H 57.9620 22.3390 25.1970
H 53.9770 28.9250 32.1350
H 59.3420 26.9650 28.8020
H 54.8920 24.7440 32.2430
H 60.6420 26.1550 29.1050
H 57.1020 24.4750 31.5380
H 65.8640 28.6510 27.0870
H 65.1020 24.1640 27.0490
H 55.8810 26.3980 27.4720
*
```